{"formula": "C30H75InN5Na2O14P", "method": "ωB97M-V with the def2-TZVPD basis set", "e_tot_ev": -91719.108, "multiplicity": 1, "e_lumo_ev": -10.1, "de_lowest_kj_mol": 349.91, "total_charge": 2, "symbols": ["In", "Na", "Na", "P", "O", "O", "O", "O", "C", "O", "C", "C", "N", "C", "C", "O", "C", "H", "H", "H", "H", "H", "H", "H", "H", "H", "H", "H", "H", "H", "H", "H", "C", "O", "C", "C", "N", "C", "C", "O", "C", "H", "H", "H", "H", "H", "H", "H", "H", "H", "H", "H", "H", "H", "H", "H", "C", "O", "C", "C", "N", "C", "C", "O", "C", "H", "H", "H", "H", "H", "H", "H", "H", "H", "H", "H", "H", "H", "H", "H", "C", "O", "C", "C", "N", "C", "C", "O", "C", "H", "H", "H", "H", "H", "H", "H", "H", "H", "H", "H", "H", "H", "H", "H", "C", "O", "C", "C", "N", "C", "C", "O", "C", "H", "H", "H", "H", "H", "H", "H", "H", "H", "H", "H", "H", "H", "H", "H"], "positions_angstrom": [[-0.85110, 3.14420, -1.69670], [0.14515, -1.45981, -2.03136], [0.55969, -0.81059, 2.36692], [-0.22776, 0.28200, 0.03696], [0.54121, -1.05792, 0.17889], [0.79634, 1.44530, -0.20822], [-1.04599, 0.58636, 1.32170], [-1.04646, 0.33760, -1.28946], [-3.53855, -0.64669, -5.41198], [-2.91949, -1.77845, -4.87843], [-2.94552, -1.78796, -3.42130], [-2.21296, -3.14704, -3.06286], [-0.86115, -3.06712, -3.57423], [-0.05986, -4.25970, -3.58864], [0.39575, -4.64473, -2.09811], [1.11964, -3.67064, -1.38068], [1.49549, -4.10385, -0.08598], [-4.56966, -0.45628, -5.11422], [-3.58182, -0.71560, -6.49894], [-2.93129, 0.20315, -5.10038], [-3.91283, -1.72572, -2.92278], [-2.28291, -1.02453, -3.01358], [-2.72998, -4.01297, -3.47634], [-2.26735, -3.18488, -1.97488], [-1.10354, -2.88613, -4.53786], [0.81795, -4.08159, -4.20979], [-0.56105, -5.12665, -4.01911], [1.01210, -5.54361, -2.11372], [-0.52385, -4.94944, -1.59854], [0.62602, -4.18875, 0.56587], [2.13343, -3.36645, 0.40124], [2.07022, -5.02885, -0.03952], [2.46505, 4.80265, 0.07988], [1.88877, 4.09862, -0.99868], [2.95988, 3.68739, -1.89413], [2.47016, 3.25900, -3.33095], [1.59245, 2.11174, -3.23689], [1.11767, 1.81621, -4.59327], [0.33400, 0.53197, -4.68252], [1.11461, -0.60630, -4.19411], [2.26379, -0.95245, -4.95961], [3.03544, 5.69046, -0.19317], [3.03844, 3.98850, 0.52313], [1.65419, 5.03743, 0.76943], [3.52350, 2.84170, -1.50011], [3.74708, 4.43660, -1.97841], [3.34090, 3.07789, -3.96112], [2.06420, 4.09277, -3.90376], [2.03885, 1.27256, -2.89541], [1.95739, 1.92795, -5.27920], [0.49720, 2.66594, -4.87801], [-0.05197, 0.47578, -5.70034], [-0.60679, 0.48223, -4.13430], [2.67694, -1.87654, -4.55529], [3.07038, -0.22601, -4.86067], [2.07617, -1.15031, -6.01496], [5.83520, 0.53301, -2.12388], [5.03957, -0.64118, -2.27573], [3.75274, -0.52361, -1.62534], [3.86520, -0.41794, -0.10042], [3.36894, 0.89137, 0.32185], [3.34952, 0.99414, 1.75505], [4.77268, 1.21133, 2.37876], [4.74030, 1.68571, 3.70327], [4.29024, 0.70929, 4.69832], [6.15557, 0.66513, -1.09043], [5.28382, 1.40464, -2.47649], [6.70895, 0.53372, -2.77553], [3.15228, -1.41650, -1.79942], [3.12267, 0.26476, -2.03715], [4.87486, -0.65658, 0.23388], [3.19204, -1.15588, 0.33593], [2.42792, 1.05591, -0.00604], [2.76836, 0.14103, 2.10512], [2.81128, 1.90658, 2.01170], [5.27814, 1.99526, 1.81478], [5.37635, 0.30569, 2.31973], [4.23510, -0.33048, 4.37593], [3.28990, 0.89299, 5.09033], [4.99811, 0.74800, 5.52629], [-0.46750, 6.72442, -0.30047], [-0.64095, 5.39832, 0.19909], [-1.42385, 5.35121, 1.40896], [-1.36355, 3.94577, 1.94560], [-2.02226, 2.98429, 1.12428], [-3.47824, 3.03179, 1.14739], [-4.06713, 1.96222, 0.23803], [-3.59604, 2.10152, -1.08469], [-4.25850, 1.19708, -1.96495], [-0.02522, 7.38016, 0.44952], [-1.44636, 7.03798, -0.66327], [0.23142, 6.74360, -1.13668], [-2.44001, 5.55936, 1.07403], [-1.18217, 6.10476, 2.15853], [-1.81713, 3.98478, 2.93597], [-0.34913, 3.57571, 2.09433], [-1.62629, 2.08581, 1.36098], [-3.81609, 4.02078, 0.83779], [-3.78562, 2.92388, 2.18757], [-5.15648, 1.96649, 0.27559], [-3.68179, 1.00585, 0.59153], [-3.92358, 1.20772, -3.00216], [-5.33059, 1.38252, -2.03072], [-4.18504, 0.15745, -1.64579], [-2.41193, -2.59346, 1.19068], [-3.16105, -2.65471, 2.35690], [-3.04526, -1.53668, 3.21202], [-3.59188, -1.79379, 4.60870], [-2.70041, -2.76506, 5.25365], [-3.01696, -2.93785, 6.65776], [-2.15487, -4.00916, 7.33912], [-2.12692, -5.24782, 6.65448], [-1.76456, -6.39051, 7.42006], [-1.35219, -2.55915, 1.44342], [-2.62126, -1.66729, 0.65543], [-2.56113, -3.48363, 0.57958], [-3.43905, -0.66368, 2.69154], [-1.98395, -1.29823, 3.28176], [-4.62339, -2.12140, 4.47929], [-3.62090, -0.87422, 5.19320], [-2.89939, -3.65530, 4.82008], [-4.07826, -3.18630, 6.66237], [-2.96714, -1.99268, 7.19839], [-2.52134, -4.09337, 8.36221], [-1.11768, -3.71553, 7.50074], [-2.26200, -6.40125, 8.38987], [-0.67468, -6.40474, 7.41226], [-1.95018, -7.34308, 6.92383]]}

=====

{"formula": "C30H75N5", "method": "ωB97M-V with the def2-TZVPD basis set", "e_tot_ev": -39772.722, "multiplicity": 1, "e_lumo_ev": 0.6, "de_lowest_kj_mol": 259.90, "smiles": "CCN(CC)CC.CCN(CC)CC.CCN(CC)CC.CCN(CC)CC.CCN(CC)CC", "symbols": ["C", "C", "N", "C", "C", "C", "C", "H", "H", "H", "H", "H", "H", "H", "H", "H", "H", "H", "H", "H", "H", "H", "C", "C", "N", "C", "C", "C", "C", "H", "H", "H", "H", "H", "H", "H", "H", "H", "H", "H", "H", "H", "H", "H", "C", "C", "N", "C", "C", "C", "C", "H", "H", "H", "H", "H", "H", "H", "H", "H", "H", "H", "H", "H", "H", "H", "C", "C", "N", "C", "C", "C", "C", "H", "H", "H", "H", "H", "H", "H", "H", "H", "H", "H", "H", "H", "H", "H", "C", "C", "N", "C", "C", "C", "C", "H", "H", "H", "H", "H", "H", "H", "H", "H", "H", "H", "H", "H", "H", "H"], "positions_angstrom": [[3.18205, -1.63184, 6.61569], [1.62852, -2.00164, 6.42349], [1.22796, -3.40057, 6.69049], [-0.09303, -3.60941, 6.06543], [-0.08751, -4.10771, 4.63498], [1.13384, -3.73390, 8.15044], [2.33021, -3.51885, 9.03941], [3.83463, -2.47318, 6.38246], [3.47392, -1.39645, 7.63916], [3.38414, -0.69749, 6.09200], [0.99187, -1.33260, 7.00242], [1.53597, -1.86150, 5.34651], [-0.64794, -4.28723, 6.71407], [-0.67456, -2.69476, 6.18088], [0.66733, -3.50272, 4.13269], [0.17439, -5.15593, 4.77897], [-1.07746, -4.12001, 4.17895], [0.87802, -4.79339, 8.13890], [0.22792, -3.29940, 8.57307], [2.43921, -2.45157, 9.23207], [3.26025, -3.93565, 8.65291], [2.24430, -4.06968, 9.97606], [-2.99616, -1.38480, -1.18347], [-2.22353, -2.33229, -0.29624], [-1.35377, -1.66134, 0.63296], [-0.05561, -1.32362, 0.01677], [0.86168, -0.40494, 0.86989], [-1.18352, -2.28491, 1.94020], [-2.40970, -1.95458, 2.79972], [-3.73952, -2.01066, -1.67727], [-2.34549, -0.87313, -1.89265], [-3.45673, -0.59994, -0.58350], [-2.98831, -2.80839, 0.31739], [-1.71195, -3.12212, -0.84630], [0.44017, -2.28975, -0.07746], [-0.27974, -0.91731, -0.96952], [1.51835, -0.92684, 1.56596], [1.57414, 0.09902, 0.21680], [0.19303, 0.33264, 1.31370], [-0.34220, -1.81458, 2.44920], [-1.09063, -3.36107, 1.79409], [-3.34919, -2.21147, 2.31036], [-2.45901, -0.94295, 3.20255], [-2.36464, -2.54350, 3.71582], [5.69778, 5.08223, 3.38541], [5.99008, 4.11629, 2.18725], [4.68060, 3.70075, 1.60657], [3.85332, 2.86771, 2.54803], [2.44352, 3.01464, 2.15547], [4.90243, 3.05923, 0.31035], [5.41056, 3.98267, -0.82192], [4.90494, 5.80889, 3.20804], [6.56201, 5.61401, 3.78343], [5.44436, 4.52675, 4.28836], [6.53100, 4.84195, 1.57986], [6.56497, 3.28614, 2.59769], [4.21700, 1.84423, 2.63920], [3.94315, 3.26766, 3.55803], [2.20932, 2.56023, 1.19280], [1.86982, 2.40273, 2.85155], [2.04954, 4.02676, 2.24780], [3.98700, 2.55343, 0.00335], [5.60536, 2.23033, 0.39348], [4.93002, 3.68085, -1.75257], [6.46770, 4.13859, -1.03697], [4.98323, 4.96096, -0.60182], [-4.07577, 1.99150, -2.29426], [-4.17979, 1.21157, -3.53649], [-5.24229, 1.60556, -4.46972], [-4.92815, 2.32297, -5.68636], [-4.44240, 3.73520, -5.37694], [-6.22198, 0.54660, -4.71012], [-6.93039, 0.22152, -3.36017], [-4.11136, 3.07200, -2.43327], [-3.10268, 1.78782, -1.84737], [-4.86732, 1.90879, -1.54947], [-3.24503, 1.34076, -4.08205], [-4.05149, 0.15594, -3.29712], [-5.82776, 2.44491, -6.28963], [-4.23899, 1.70959, -6.26681], [-3.64991, 3.67167, -4.63127], [-5.16246, 4.45315, -4.98429], [-4.21119, 4.22652, -6.32206], [-7.07564, 0.90893, -5.28290], [-5.78723, -0.30674, -5.23061], [-7.34917, 1.08930, -2.85058], [-7.79824, -0.39259, -3.60057], [-6.35159, -0.27196, -2.57943], [2.48144, -1.75525, -4.24638], [0.92996, -1.88029, -4.21362], [0.35547, -0.79467, -4.94359], [-0.71019, -1.23141, -5.86693], [-0.06785, -1.57865, -7.24347], [-0.02233, 0.37754, -4.12180], [-0.24700, 1.73660, -4.76202], [2.93151, -2.58796, -3.70589], [2.96675, -0.87087, -3.83355], [2.96606, -1.67452, -5.21938], [0.60382, -2.85437, -4.57818], [0.58053, -1.84392, -3.18180], [-1.28252, -2.04382, -5.41909], [-1.47534, -0.46841, -6.01002], [0.36009, -2.58108, -7.23271], [-0.81362, -1.53530, -8.03722], [0.78000, -0.94856, -7.51227], [0.79696, 0.49532, -3.41258], [-0.92726, 0.21102, -3.53743], [-0.16600, 2.51538, -4.00369], [-1.19672, 1.72671, -5.29684], [0.48763, 1.99851, -5.52348]]}

=====

What Kohn-Sham gap values result from the calculations? In sequence: 2.11 8.72 eV.
What HOMO energy values result from the calculations? In sequence: -12.25 -8.09 eV.